# 1
Here is a structure of composition C3H18CrN6O6 from the Open Molecules 2025 dataset. Energies are from the ωB97M-V functional and the def2-TZVPD basis.

Positions of all 34 atoms, in Å:
Cr: -0.97363 -0.05695 0.38259
C: 0.62004 0.42633 -2.35228
O: -0.19729 0.00195 -1.53211
N: 0.26819 0.84972 -3.53137
N: 1.93215 0.21969 -2.22414
H: -0.73761 0.92068 -3.58999
H: 0.86689 1.40592 -4.12492
H: 2.46815 0.37579 -3.06583
H: 2.43536 -0.11280 -1.41399
C: 0.54895 -2.91678 0.52610
O: -0.02003 -1.88898 0.89926
N: 1.82612 -2.94621 0.26855
N: -0.05756 -4.05129 0.30296
H: 2.31180 -3.74867 -0.10599
H: 2.30925 -2.05952 0.24725
H: 0.44169 -4.91979 0.17432
H: -1.04233 -4.04376 0.52716
C: 1.01469 2.29466 1.44844
O: 0.42990 1.36334 0.93059
N: 1.64555 3.18910 0.85101
N: 0.57835 2.74749 2.59688
H: 2.08063 3.96232 1.33364
H: 1.97495 2.95931 -0.07570
H: 1.04223 3.54501 3.00783
H: -0.24774 2.42026 3.07710
O: -2.35729 1.58290 -0.13171
H: -3.30734 1.68369 -0.07280
H: -2.03783 2.45355 -0.36872
O: -1.75093 -0.20058 2.28186
H: -2.33384 -0.86081 2.65675
H: -1.74381 0.50704 2.92641
O: -2.40334 -1.42772 -0.51267
H: -2.55377 -2.27891 -0.10146
H: -3.03057 -1.39597 -1.23503

Forces on atoms 1 to 2 (eV/Å):
Cr 0.92 -0.24 -0.71
C 1.56 -2.19 1.16

HOMO (alpha / beta), hartree: -0.502 / -0.598
E_LUMO (alpha / beta), eV: -5.489 / -5.486
Multiplicity: 5
Total charge: +2

=====

# 2
Here is the ion C3H8NSe with charge +1 from the Open Molecules 2025 dataset. Energies are from the ωB97M-V functional and the def2-TZVPD basis.

Positions of all 13 atoms, in Å:
C: 0.22636 -0.84998 0.45595
C: 1.30054 -0.47059 -0.52599
C: -1.23928 0.86220 -0.51450
N: -0.45234 0.48057 0.68677
Se: 0.36332 0.74319 -1.78962
H: -0.41726 -1.69118 0.04736
H: 0.64111 -1.14156 1.45433
H: 2.14029 -0.05707 -0.13950
H: 1.60910 -1.33836 -1.11728
H: -1.83182 0.06656 -0.93441
H: -1.68687 1.76228 -0.16377
H: -1.09257 0.65273 1.54027
H: 0.43941 0.98120 1.00038

Forces on atoms 1 to 2 (eV/Å):
C 0.11 -1.44 1.25
C -2.58 -1.81 -2.23

SMILES string: C1C[Se]C[NH2+]1
HOMO, hartree: -0.486
E_LUMO, eV: -3.850
Energy relative to the best compared isomer or geometry (same formula, charge and spin), kcal per mole: 13.5
Total charge: +1

=====

Here are the calculated electronic energy numbers, same order: -1949.2037; -2574.9743 (hartree).